No. 1
A single C18H36N2O2 molecule. Source: the Open Molecules 2025 dataset; level of theory: the ωB97M-V functional and the def2-TZVPD basis.

Geometry as XYZ:
```
58
Properties=species:S:1:pos:R:3:forces:R:3:mulliken_charge:R:1
C -4.98532 -2.42826 1.33680 -0.09 0.03 -0.22 -1.201
C -4.92788 -1.88320 -0.08554 0.23 0.02 0.09 -0.744
C -3.98012 -0.69096 -0.22681 -0.32 0.01 0.03 0.308
C -4.50702 0.57887 0.44196 0.20 0.06 -0.26 -0.869
C -3.58296 1.78120 0.23473 -0.02 -0.17 0.29 -0.629
C -2.31030 1.67897 1.07479 0.00 0.26 -0.19 -0.311
C -1.24988 2.72400 0.73053 -0.03 -0.13 -0.18 -0.821
C -0.69976 2.67660 -0.70698 -0.36 -0.37 0.01 -0.441
O 0.45934 3.47685 -0.81157 0.42 0.21 0.01 -0.638
C -0.44819 1.25761 -1.25068 -0.08 0.40 0.18 -0.649
C 0.52694 0.41393 -0.40694 -0.01 0.02 -0.16 1.503
C 1.91688 0.33099 -1.05360 0.08 -0.21 0.38 -1.567
C 2.96421 -0.35065 -0.16397 0.05 0.36 -0.39 0.848
C 3.39697 0.54941 0.99540 -0.16 -0.36 0.17 -0.675
C 4.45079 -0.13855 1.85828 0.15 0.28 -0.07 -0.850
C 5.66698 -0.51952 1.02145 -0.12 -0.28 0.13 -0.677
C 5.24601 -1.42201 -0.13313 0.17 0.26 -0.15 -0.743
C 4.19225 -0.73229 -0.99392 -0.12 -0.32 0.22 -0.976
C -0.04152 -0.97788 -0.17316 -0.03 0.30 0.00 -0.531
O -0.22108 -1.46001 0.93040 0.03 -0.11 0.35 -0.705
N -0.37160 -1.65367 -1.29493 -0.25 -0.40 -0.40 0.297
N -0.83844 -2.98362 -1.25637 -0.06 -0.02 0.07 -0.947
H -5.41681 -1.69841 2.01635 -0.03 0.04 0.14 0.316
H -5.59618 -3.32756 1.37342 -0.05 -0.08 0.10 0.404
H -3.98615 -2.67574 1.68911 0.11 -0.04 0.09 0.262
H -4.59295 -2.68120 -0.75454 -0.08 0.00 -0.05 0.339
H -5.93018 -1.58936 -0.40583 -0.03 -0.03 -0.10 0.368
H -3.01513 -0.96081 0.20594 0.15 -0.04 -0.05 -0.247
H -3.82861 -0.48563 -1.29113 0.09 0.04 -0.02 0.310
H -4.63037 0.40828 1.51211 -0.10 0.01 0.09 0.306
H -5.49023 0.80905 0.02411 -0.08 -0.04 0.06 0.348
H -3.33386 1.85696 -0.82521 -0.03 0.05 -0.11 0.306
H -4.11393 2.69584 0.50862 0.02 0.08 -0.07 0.383
H -2.57919 1.80619 2.12635 0.00 -0.11 0.03 0.489
H -1.87790 0.68457 0.97892 0.03 -0.11 0.08 0.001
H -0.41405 2.60198 1.42653 0.06 0.06 0.00 0.253
H -1.65286 3.72585 0.89488 0.08 0.05 0.04 0.436
H -1.41579 3.16054 -1.38084 0.03 -0.11 0.08 0.512
H 1.11849 3.13588 -0.19526 -0.02 0.07 0.01 0.402
H -0.05164 1.36929 -2.26288 -0.06 -0.02 -0.06 0.268
H -1.41124 0.75414 -1.32806 -0.06 -0.03 -0.05 0.493
H 0.62915 0.85314 0.58799 -0.06 -0.11 0.01 -0.312
H 1.84096 -0.22156 -1.99439 -0.01 0.07 -0.09 0.234
H 2.25622 1.34049 -1.29937 -0.01 0.04 -0.09 0.614
H 2.52838 -1.26562 0.25212 0.01 -0.06 0.04 0.341
H 2.53711 0.79918 1.61974 -0.05 0.11 0.00 0.228
H 3.80889 1.47972 0.59402 -0.01 0.10 -0.06 0.273
H 4.01899 -1.03843 2.30173 -0.02 -0.04 0.08 0.337
H 4.75040 0.52500 2.67239 -0.03 -0.06 0.07 0.373
H 6.40454 -1.02918 1.64470 0.07 0.06 -0.01 0.344
H 6.13250 0.38550 0.62367 0.08 0.05 0.00 0.307
H 4.83318 -2.35112 0.26660 0.01 -0.09 0.00 0.334
H 6.11390 -1.67704 -0.74505 0.00 -0.09 0.01 0.388
H 3.89475 -1.39586 -1.80957 -0.03 0.06 -0.08 0.400
H 4.61967 0.17089 -1.43698 0.01 0.08 -0.09 0.294
H -0.15304 -1.30926 -2.21652 0.09 -0.03 0.19 0.274
H -1.85972 -2.98197 -1.20840 0.28 0.13 0.12 0.303
H -0.50508 -3.38686 -0.37930 -0.06 0.15 -0.20 0.334
```
Positions in Å, forces in eV/Å.

* total energy: -26326.1197 eV
* Kohn-Sham gap: 0.379 Eh
* charge: 0
* energy above the lowest of the compared OMol25 structures with the same formula, charge and spin: 38.7 kcal per mole
* SMILES string: CCCCCCC[C@@H](O)C[C@H](CC1CCCCC1)C(=O)NN

---

No. 2
3 unconnected molecules or ions with the total composition C3H10O3. Source: the Open Molecules 2025 dataset; level of theory: the ωB97M-V functional and the def2-TZVPD basis.

Geometry as XYZ:
```
16
Properties=species:S:1:pos:R:3:forces:R:3:mulliken_charge:R:1
C -1.06886 -0.15671 0.26931 0.82 -0.92 0.73 -0.970
C 0.13343 -0.71220 0.99851 -0.84 0.58 1.02 -0.091
C 0.88949 0.03603 1.78744 1.12 -0.15 -0.06 -0.311
O 2.07041 -0.45783 2.32863 -0.15 -0.59 0.18 -0.499
H -1.94110 -0.74048 0.56330 -0.16 0.02 -0.24 0.276
H -1.22182 0.86632 0.59774 -0.06 0.26 -0.58 0.364
H -0.83967 -0.32381 -0.78517 -0.49 0.56 -0.19 0.193
H 0.23948 -1.78962 1.05464 0.43 0.00 -0.36 0.385
H 0.84229 1.10546 1.96984 -0.67 0.07 -0.39 0.328
H 2.04809 -0.41866 3.29112 -0.03 0.16 -0.07 0.318
O -2.52444 2.18347 -1.99249 0.49 -0.04 -0.29 -0.646
H -1.76791 2.41731 -2.54527 -0.23 0.38 -0.08 0.327
H -2.22208 1.33020 -1.67644 -0.25 -0.34 0.39 0.332
O 1.73463 -0.82836 -1.75494 -0.41 0.56 0.57 -0.626
H 1.29083 -1.67178 -1.60815 0.51 0.03 -0.47 0.321
H 2.33722 -0.83936 -2.49808 -0.09 -0.59 -0.15 0.296
```
Positions in Å, forces in eV/Å.

* total energy: -9414.3553 eV
* Kohn-Sham gap: 0.359 Eh
* charge: 0
* energy above the lowest of the compared OMol25 structures with the same formula, charge and spin: 27.2 kcal per mole
* SMILES string: C/C=C/O.O.O

---

No. 3
A single C8H9NO4 molecule. Source: the Open Molecules 2025 dataset; level of theory: the ωB97M-V functional and the def2-TZVPD basis.

Geometry as XYZ:
```
22
Properties=species:S:1:pos:R:3:forces:R:3:lowdin_spin:R:1
C -0.43023 2.32165 0.41209 -4.09 -1.08 0.59 0.440
C -0.98344 -1.16834 -0.56604 2.24 -0.11 -0.55 0.009
C 1.53509 -0.23322 1.21114 -1.54 -1.81 -2.15 0.383
C -1.34445 1.14976 0.19352 -2.38 0.90 2.30 0.064
C -0.33768 -1.61580 0.70564 -0.53 -3.28 0.59 0.006
C 1.20311 -1.59604 0.89140 -0.37 1.43 -4.51 0.112
C -0.56190 0.25216 -0.77071 -1.20 0.97 0.07 0.036
C 0.86972 0.82606 -0.42551 -1.05 3.20 -2.70 0.323
N 0.77241 2.07330 0.09850 5.44 -2.66 -3.06 0.194
O -1.59264 -1.85149 -1.37682 0.54 1.00 1.06 0.010
O 2.06718 0.35062 2.01331 2.56 2.35 3.47 0.235
O -0.81377 0.62969 -2.09938 -0.82 -1.76 -1.03 0.023
O 1.78497 0.48403 -1.39941 0.61 -1.81 2.94 0.065
H -0.71441 3.18619 0.89526 -0.61 1.78 0.84 0.033
H -1.60320 0.82277 1.27784 0.72 -0.51 -1.65 0.025
H -2.38723 1.38354 -0.12258 0.81 0.01 -0.51 0.012
H -0.85556 -1.08335 1.49899 0.20 -0.25 0.37 0.002
H -0.52987 -2.69744 0.76341 -0.58 0.27 0.40 0.001
H 1.77143 -1.81058 -0.09883 -1.13 0.25 1.39 0.000
H 1.57973 -2.23144 1.58378 0.70 -2.29 2.41 0.018
H -1.21275 -0.21565 -2.52662 0.80 1.90 0.81 0.001
H 1.78349 1.02356 -2.15898 -0.30 1.49 -1.07 0.009
```
Positions in Å, forces in eV/Å.

* total energy: -18115.3040 eV
* Kohn-Sham gap (spin up / spin down): 0.193 / 0.286 Eh
* charge: 0
* <S²>: 2.007
* 2S+1: 3
* energy above the lowest of the compared OMol25 structures with the same formula, charge and spin: 41.6 kcal per mole